Below is 13 unconnected molecules or ions with the total composition C52H122O30 at a distorted geometry, with properties calculated with ωB97M-V/def2-TZVPD.

The gap between HOMO and LUMO comes out at 9.618 eV. The energy comes out at -117312.334 eV.

Each line ends with the Löwdin charge.
Geometry (Å):
C: 19.10099 -22.16399 -16.89758  -0.09
O: 18.81110 -21.30479 -17.96644  -0.21
C: 19.56275 -21.49149 -19.15458  -0.21
C: 18.99814 -20.40814 -20.08217  -0.19
O: 17.83676 -20.84649 -20.79147  -0.22
C: 18.07190 -21.32593 -22.08642  -0.12
H: 18.87768 -23.18282 -17.32186  0.11
H: 18.36226 -21.91592 -16.11421  0.08
H: 20.11872 -21.94831 -16.53806  0.08
H: 19.58677 -22.54477 -19.65626  0.15
H: 20.63483 -21.35541 -19.00136  0.11
H: 19.75998 -20.21896 -20.83537  0.11
H: 18.79180 -19.50865 -19.46478  0.11
H: 17.19591 -21.97442 -22.28246  0.09
H: 18.97255 -21.98735 -22.15918  0.10
H: 18.20500 -20.54451 -22.81417  0.08
C: 17.20748 -17.44918 -8.12937  -0.12
O: 18.37547 -17.05531 -8.78935  -0.20
C: 19.46672 -16.78359 -7.91628  -0.18
C: 20.54396 -16.31933 -8.84612  -0.20
O: 21.40412 -17.35531 -9.25439  -0.20
C: 22.51839 -17.06048 -10.07019  -0.08
H: 17.29626 -18.38293 -7.60160  0.07
H: 16.38022 -17.58355 -8.93595  0.12
H: 16.96646 -16.75222 -7.36102  0.07
H: 19.80210 -17.64204 -7.34139  0.13
H: 19.10960 -15.95117 -7.22435  0.15
H: 21.16079 -15.60965 -8.33194  0.11
H: 20.08240 -15.88417 -9.74099  0.13
H: 23.21616 -17.89290 -10.16032  0.09
H: 23.06733 -16.28053 -9.59736  0.08
H: 22.24443 -16.80119 -11.04601  0.06
C: 9.21209 -14.81545 -19.38614  -0.09
O: 10.54999 -15.26292 -19.09470  -0.21
C: 11.47864 -15.45907 -20.18107  -0.20
C: 12.72006 -16.17006 -19.76994  -0.21
O: 13.65630 -15.28945 -19.17342  -0.19
C: 14.39986 -14.50140 -20.05274  -0.09
H: 9.28241 -13.96637 -20.04934  0.07
H: 8.84281 -14.28903 -18.45774  0.10
H: 8.55612 -15.60590 -19.68285  0.07
H: 11.82211 -14.50685 -20.64101  0.12
H: 10.85177 -15.89804 -21.05397  0.15
H: 13.02556 -16.63638 -20.72023  0.12
H: 12.58092 -16.92977 -19.01230  0.12
H: 15.03827 -13.85978 -19.45487  0.08
H: 13.74444 -13.90099 -20.68919  0.08
H: 15.01925 -15.18092 -20.66489  0.08
C: 16.67311 -18.04052 -18.16294  -0.05
O: 17.12658 -17.59112 -19.48096  -0.17
C: 16.01886 -17.76110 -20.33426  -0.22
C: 16.45575 -17.45268 -21.73570  -0.23
O: 16.90438 -16.14325 -21.91882  -0.19
C: 17.37190 -16.01954 -23.25181  -0.10
H: 17.62238 -18.07814 -17.64703  0.08
H: 16.18109 -19.02991 -18.22542  0.08
H: 15.83010 -17.47930 -17.80594  0.05
H: 15.27382 -17.06158 -20.08191  0.07
H: 15.52805 -18.83313 -20.30811  0.16
H: 15.76175 -17.78323 -22.52468  0.13
H: 17.28875 -18.22450 -21.90574  0.14
H: 16.63189 -16.16409 -24.07473  0.10
H: 18.18305 -16.71801 -23.28736  0.08
H: 17.67462 -14.94249 -23.28644  0.11
C: 23.36854 -23.18899 -12.99269  -0.10
O: 22.65022 -21.98319 -13.15017  -0.22
C: 21.38962 -22.17135 -13.75804  -0.21
C: 20.77262 -20.80383 -13.80892  -0.19
O: 21.49207 -19.93401 -14.67682  -0.19
C: 22.49101 -19.11284 -14.07218  -0.09
H: 24.39308 -23.02190 -12.62127  0.09
H: 23.30241 -23.70810 -14.00125  0.10
H: 22.87970 -23.91342 -12.30889  0.08
H: 20.76480 -22.78929 -13.08513  0.12
H: 21.54557 -22.67669 -14.70961  0.12
H: 20.75140 -20.39517 -12.77742  0.12
H: 19.76848 -20.80565 -14.24602  0.11
H: 22.98475 -19.62579 -13.28026  0.07
H: 22.11538 -18.14269 -13.69463  0.08
H: 23.20855 -18.86476 -14.84509  0.08
C: 14.13601 -19.89192 -7.70919  -0.05
O: 15.36245 -20.65655 -7.62325  -0.17
C: 16.08426 -20.81928 -8.74978  -0.28
C: 16.09072 -22.21459 -9.23916  -0.21
O: 14.93639 -22.55405 -9.93515  -0.22
C: 14.15303 -23.65171 -9.73512  -0.14
H: 13.45306 -20.27878 -8.48603  0.10
H: 14.37125 -18.86864 -7.90932  0.07
H: 13.67695 -20.05882 -6.76404  0.08
H: 17.13121 -20.53040 -8.55931  0.11
H: 15.64277 -20.23204 -9.55359  0.13
H: 16.22856 -22.86778 -8.39748  0.12
H: 17.00176 -22.45887 -9.89194  0.14
H: 14.74063 -24.63519 -9.63275  0.10
H: 13.52298 -23.80835 -10.65321  0.10
H: 13.58855 -23.42281 -8.74594  0.11
C: 16.56759 -22.02830 -13.19431  -0.09
O: 16.30521 -21.45615 -14.49036  -0.21
C: 14.95579 -21.15947 -14.61301  -0.21
C: 14.76122 -20.47395 -16.02352  -0.16
O: 13.33054 -20.50198 -16.25860  -0.19
C: 12.89952 -19.43271 -17.17150  -0.05
H: 16.29318 -23.12551 -13.11415  0.11
H: 16.17723 -21.38337 -12.39006  0.08
H: 17.67520 -22.01033 -13.03800  0.08
H: 14.61978 -20.41522 -13.93462  0.10
H: 14.24188 -22.05052 -14.53485  0.15
H: 15.28170 -20.99944 -16.80368  0.10
H: 15.13173 -19.44728 -16.05448  0.10
H: 13.13340 -19.75575 -18.18892  0.07
H: 13.38576 -18.48616 -16.93814  0.07
H: 11.86284 -19.34803 -17.06537  0.06
C: 22.08060 -16.60302 -21.34855  -0.07
O: 20.95762 -15.71969 -21.24595  -0.16
C: 20.05040 -16.22541 -20.34755  -0.27
C: 20.34488 -15.88025 -18.92555  -0.16
O: 21.35777 -16.67278 -18.22522  -0.22
C: 20.88045 -17.92203 -17.77543  -0.09
H: 22.57501 -16.68161 -20.35402  0.10
H: 22.73496 -16.22193 -22.07598  0.06
H: 21.76608 -17.58658 -21.73731  0.09
H: 19.90081 -17.27740 -20.54103  0.11
H: 19.07391 -15.79112 -20.50874  0.12
H: 19.41273 -15.96098 -18.32075  0.12
H: 20.74589 -14.86645 -18.98478  0.13
H: 19.94654 -17.66430 -17.21984  0.09
H: 21.69066 -18.35250 -17.16519  0.09
H: 20.62173 -18.64348 -18.53973  0.06
C: 19.67848 -24.06591 -9.89250  -0.09
O: 19.66266 -22.83689 -10.60835  -0.22
C: 20.59268 -21.83739 -10.23037  -0.20
C: 19.99501 -20.61488 -9.56232  -0.12
O: 19.60645 -20.92593 -8.16500  -0.25
C: 20.69470 -21.15380 -7.28730  -0.11
H: 19.19919 -24.77525 -10.55758  0.09
H: 19.21342 -23.89442 -8.88793  0.10
H: 20.70098 -24.34793 -9.75451  0.07
H: 21.07608 -21.43702 -11.08529  0.08
H: 21.31918 -22.42464 -9.65562  0.12
H: 19.03072 -20.29414 -10.08102  0.15
H: 20.65396 -19.74260 -9.46271  0.11
H: 21.56838 -20.50341 -7.62783  0.12
H: 20.86217 -22.24530 -7.22274  0.08
H: 20.33267 -20.92235 -6.30976  0.07
C: 16.67994 -13.29045 -16.97670  -0.04
C: 16.56142 -14.73064 -16.49449  -0.11
O: 15.78363 -14.74945 -15.19095  0.01
C: 14.94622 -15.73361 -14.96025  -0.65
O: 14.79374 -16.68237 -15.67595  0.11
O: 14.30608 -15.59915 -13.80426  -0.03
C: 14.05969 -14.33046 -13.21074  -0.04
H: 17.20530 -13.21055 -17.89904  0.07
H: 17.15215 -12.63163 -16.25841  0.08
H: 15.68282 -13.01224 -17.16568  0.06
H: 17.48969 -15.21920 -16.09464  0.12
H: 16.15401 -15.47482 -17.17966  0.09
H: 14.14680 -13.51820 -13.93761  0.10
H: 14.84466 -14.16764 -12.46758  0.09
H: 13.01651 -14.31666 -12.75434  0.12
C: 11.40051 -15.88875 -15.63078  -0.03
C: 10.20216 -16.61655 -14.95023  -0.18
O: 9.73506 -17.48668 -15.97874  0.03
C: 8.99028 -18.47270 -15.48895  -0.63
O: 8.77804 -18.65531 -14.32269  0.11
O: 8.50172 -19.26292 -16.43780  0.00
C: 7.49665 -20.23467 -15.97183  0.00
H: 11.04724 -15.00168 -16.20018  0.08
H: 12.09817 -16.46625 -16.21001  0.05
H: 12.01543 -15.47373 -14.81707  0.05
H: 9.42648 -15.96214 -14.65068  0.11
H: 10.54885 -17.16754 -14.01125  0.15
H: 6.92591 -20.47455 -16.86880  0.09
H: 6.91879 -19.75593 -15.21912  0.08
H: 7.95261 -21.13943 -15.64027  0.09
C: 16.85540 -17.93660 -13.17796  -0.04
C: 17.33152 -16.67810 -12.48089  -0.18
O: 17.91462 -15.73140 -13.40286  0.04
C: 19.23198 -15.79081 -13.50537  -0.60
O: 19.97298 -16.50530 -12.87950  0.11
O: 19.61706 -14.99288 -14.49458  0.00
C: 20.97688 -14.80673 -14.81184  -0.03
H: 17.67912 -18.51211 -13.68192  0.09
H: 15.96412 -17.89992 -13.85357  0.07
H: 16.69133 -18.69801 -12.35915  0.09
H: 18.17315 -16.90302 -11.77005  0.12
H: 16.53584 -16.19716 -11.94954  0.11
H: 21.14415 -15.20497 -15.83645  0.10
H: 21.60642 -15.32534 -14.15096  0.06
H: 21.22659 -13.72127 -14.77370  0.11
C: 14.34873 -23.08077 -19.50040  -0.07
C: 14.81375 -22.14670 -20.49572  -0.17
O: 13.76997 -21.12062 -20.87237  -0.01
C: 13.95828 -20.41149 -22.00542  -0.58
O: 14.90814 -20.50502 -22.75344  0.12
O: 13.07367 -19.38006 -22.02158  -0.02
C: 11.93409 -19.44907 -21.12905  -0.02
H: 13.39399 -23.39946 -19.76477  0.07
H: 14.39718 -22.70810 -18.49175  0.07
H: 14.97787 -23.96839 -19.49956  0.10
H: 14.92753 -22.74315 -21.36325  0.11
H: 15.73256 -21.58458 -20.19619  0.13
H: 12.22232 -19.43661 -20.08856  0.07
H: 11.41488 -20.33851 -21.30297  0.08
H: 11.34387 -18.57052 -21.37304  0.09